(1)
Density functional theory data (ωB97M-V/def2-TZVPD) for a structure of composition C7H5NO4PmS at a distorted geometry.

Structure (XYZ):
```
19
Properties=species:S:1:pos:R:3
Pm 0.2594 0.0244 0.8856
S -1.8970 0.3438 5.0127
O -3.4822 0.0112 0.0871
O 3.6486 -0.0111 -0.0435
O -0.0895 3.6237 0.1056
O -0.0885 -3.5650 -0.0142
N -0.6389 -0.0787 2.8526
C 0.3679 -0.3844 3.8031
C -1.8651 0.4033 3.2822
C -0.2055 -0.2441 5.0813
C 2.5095 0.0023 0.2020
C -0.0169 2.4712 0.2100
C -2.3828 -0.0362 -0.2450
C -0.0259 -2.4279 0.1250
H 1.4204 -0.7071 3.5254
H -0.0829 -0.3698 -4.0871
H -0.0844 0.3582 -4.0709
H 0.2746 -0.4802 5.9991
H -2.7024 0.7226 2.6115
```

Values from the calculation:
<S²> = 6.00
net charge = +3
max |F| = 0.192 Eh/bohr
frontier orbital gap (spin up / spin down) = 7.01 / 7.25 eV
HOMO (spin up / spin down) = -21.25 / -21.26 eV
2S+1 = 5
DFT total energy = -1630.7447 Eh


(2)
Density functional theory data (ωB97M-V/def2-TZVPD) for the ion C5H9ClN3 with charge +1 at a distorted geometry.

Structure (XYZ):
```
18
Properties=species:S:1:pos:R:3
Cl 4.0324 -0.0745 -1.5525
N 0.2815 -0.9168 1.1722
N 1.2089 -1.3188 0.3422
N -0.5511 0.5412 -0.4083
C 2.6595 -1.1784 -1.8085
C -1.4642 1.5617 -0.7898
C 1.7382 -1.0550 -0.6867
C -0.6281 0.0300 0.7542
C -1.5874 0.3415 1.8238
H -0.9145 2.3979 -1.2115
H 2.9717 -2.2095 -1.7476
H -2.5371 -0.0419 1.6604
H -1.8138 1.4072 1.7808
H 1.9831 -0.8333 -2.5801
H 0.3229 -1.3727 2.0059
H -2.1839 1.7745 0.0076
H -1.3158 -0.1092 2.7727
H -2.2022 1.0561 -1.5346
```

Values from the calculation:
net charge = +1
max |F| = 0.065 Eh/bohr
energy relative to the best compared isomer or geometry (same formula, charge and spin) = 89.2 kcal/mol
frontier orbital gap = 8.95 eV
HOMO = -13.83 eV
DFT total energy = -820.0040 Eh


(3)
Density functional theory data (ωB97M-V/def2-TZVPD) for the molecule C6H6O at a distorted geometry.

Structure (XYZ):
```
13
Properties=species:S:1:pos:R:3
O -2.7230 -0.3032 -0.0014
C 0.2637 0.3997 0.0020
C -0.3933 1.5705 0.0076
C -0.3510 -0.9804 -0.0005
C -1.8622 -1.1750 -0.0055
C 1.6953 0.4660 -0.0012
C 2.8940 0.5327 -0.0035
H 0.1393 2.5182 0.0091
H -2.1712 -2.2356 -0.0123
H 3.9566 0.6075 -0.0052
H -1.4747 1.6426 0.0110
H 0.0109 -1.5225 0.8830
H 0.0156 -1.5208 -0.8831
```

Values from the calculation:
max |F| = 0.038 Eh/bohr
energy relative to the best compared isomer or geometry (same formula, charge and spin) = 63.9 kcal/mol
frontier orbital gap = 10.14 eV
HOMO = -9.27 eV
DFT total energy = -307.3616 Eh


(4)
Density functional theory data (ωB97M-V/def2-TZVPD) for a structure of composition C4H11F3InO2.

Structure (XYZ):
```
21
Properties=species:S:1:pos:R:3
In 0.5542 -2.7119 2.0414
F 2.2924 -1.4049 4.2366
F 2.7815 -0.4671 2.3520
F 3.5348 -2.4444 2.8039
O -1.7859 2.2928 -2.5462
O -0.3673 -1.3992 0.7448
C -2.2233 3.5285 -2.0131
C 2.3967 -1.6718 2.8912
C -0.0471 -0.4107 -1.4306
C 0.3720 -0.4490 0.0389
H -2.0991 4.3547 -2.7211
H -0.9974 0.1060 -1.5590
H -3.2688 3.4939 -1.6914
H 0.2015 0.5527 0.4705
H -0.1335 -1.4368 -1.7946
H -1.6044 3.7265 -1.1403
H 0.7054 0.1037 -2.0366
H 1.0934 -4.1631 1.2140
H -0.5462 -3.0478 3.3648
H -2.3149 2.0774 -3.3194
H 1.4559 -0.6297 0.0944
```

Values from the calculation:
net charge = -1
max |F| = 0.006 Eh/bohr
frontier orbital gap = 7.46 eV
HOMO = -4.74 eV
DFT total energy = -799.1999 Eh